No. 1
A structure of composition C10H32N5O8Tl in a non-equilibrium geometry, computed with the ωB97M-V functional and the def2-TZVPD basis.

Last column: Löwdin charge in e.
CARTESIAN COORDINATES (ANGSTROEM)
Tl  1.18  0.95  -3.01  0.932
O  0.81  0.31  1.02  -0.103
H  0.05  0.66  1.51  -0.039
C  -3.71  4.09  -5.21  -0.033
C  -3.02  3.10  -4.25  -0.419
C  -3.96  2.54  -3.16  -0.177
O  -3.17  1.77  -2.26  -0.188
C  -3.84  0.82  -1.31  -0.028
N  -2.38  2.04  -5.02  0.053
H  -3.48  3.74  -6.22  0.072
H  -3.43  5.14  -5.18  0.088
H  -4.80  4.00  -5.29  0.087
H  -2.16  3.54  -3.73  0.130
H  -4.68  1.91  -3.68  0.129
H  -4.54  3.31  -2.65  0.138
H  -4.55  0.22  -1.89  0.086
H  -4.43  1.33  -0.55  0.091
H  -3.18  0.06  -0.90  0.079
H  -3.10  1.56  -5.53  0.088
H  -1.97  2.56  -5.79  0.073
C  0.29  -3.88  -1.86  -0.233
C  1.67  -4.21  -2.44  -0.201
O  2.39  -2.97  -2.25  -0.120
O  -0.39  -3.02  -2.78  -0.073
H  0.49  -3.42  -0.89  0.107
H  -0.25  -4.79  -1.59  0.122
H  1.67  -4.34  -3.52  0.123
H  2.21  -5.00  -1.93  0.124
H  3.32  -3.18  -2.34  0.080
H  -1.34  -3.18  -2.67  0.084
C  -0.46  -4.70  5.47  -0.164
C  -0.01  -3.31  4.87  -0.172
O  0.99  -3.39  3.85  -0.011
O  -1.41  -5.27  4.56  -0.011
H  -1.06  -4.49  6.35  0.126
H  0.34  -5.33  5.87  0.131
H  0.58  -2.73  5.58  0.135
H  -0.87  -2.70  4.60  0.125
H  0.92  -2.66  3.24  0.088
H  -0.91  -5.78  3.92  0.098
C  5.67  1.33  0.49  -0.798
O  5.04  1.74  -0.47  0.089
N  6.95  1.54  0.54  0.209
N  5.23  0.66  1.43  0.207
H  7.49  1.97  -0.21  0.140
H  7.51  1.00  1.18  0.127
H  5.75  0.26  2.20  0.145
H  4.33  0.25  1.23  0.136
C  0.28  3.69  4.15  -0.773
O  0.30  4.73  4.76  0.173
N  1.15  2.78  4.14  0.209
N  -0.69  3.36  3.38  0.211
H  1.16  2.04  3.45  0.107
H  2.02  2.83  4.65  0.148
H  -1.43  4.02  3.24  0.149
H  -0.58  2.50  2.87  0.104

Calculated values
**E_LUMO**: -12.392 eV
**HOMO**: -14.25 eV
**Charge**: +2
**Molecular weight**: 554.8 g mol⁻¹


No. 2
An isolated molecule of C5H9ClN2 in a non-equilibrium geometry, computed with the ωB97M-V functional and the def2-TZVPD basis.

Last column: Löwdin charge in e.
CARTESIAN COORDINATES (ANGSTROEM)
N  -0.63  -1.91  0.26  -0.047
C  0.18  -0.99  -0.55  -0.463
C  -0.84  -0.01  -1.06  -0.120
C  -0.75  1.11  0.02  -0.331
N  0.38  1.95  -0.31  0.098
C  0.38  0.88  0.81  -0.274
C  1.22  -0.31  0.40  -0.644
Cl  2.82  -0.11  -0.34  0.599
H  -0.12  -2.58  1.06  0.145
H  -1.74  -1.36  0.54  0.204
H  0.84  -1.52  -1.18  0.089
H  -0.49  0.46  -2.05  0.138
H  -1.84  -0.40  -1.34  0.115
H  -1.61  1.70  0.26  0.140
H  0.24  2.79  0.15  0.060
H  0.51  1.18  1.94  0.174
H  1.44  -0.90  1.38  0.115

Calculated values
**E_LUMO**: 0.783 eV
**HOMO**: -8.83 eV
**Structure (SMILES)**: N[C@H]1C[C@@H]2N[C@@H]2[C@@H]1Cl
**Relative energy (zero: lowest compared OMol25 entry of this formula, charge and spin)**: 89.6 kcal per mole
**Molecular weight**: 132.6 g mol⁻¹


| no. | orbital gap (eV) |
| --- | --- |
| 1 | 1.9 |
| 2 | 9.6 |